A 2-piece molecular cluster, C2H4O2S overall in a non-equilibrium geometry. Source: the Open Molecules 2025 dataset; level of theory: ωB97M-V with the def2-TZVPD basis set.

Each line ends with the Mulliken charge.
Positions of all 9 atoms, in Å:
C: -0.72573 -0.94784 -0.31121  0.215
C: 0.03772 0.26846 0.05115  -0.754
O: -4.58321 -0.26280 0.94471  -0.305
O: -1.83255 -0.97239 -0.80529  -0.410
S: -4.43290 0.41329 -0.38257  0.287
H: -0.03691 -1.96749 -0.23465  0.211
H: -0.63232 1.10964 0.51907  0.221
H: 0.47310 0.76016 -0.86160  0.251
H: 0.91189 0.09371 0.74553  0.284

Cartesian forces (eV/Å) of the 3 atoms listed first:
0.8087 -2.2844 -1.0723
0.2814 2.8092 1.2542
0.1133 0.4288 -0.8199

Results
Molecular weight (g/mol): 92.119
Maximum force (eV/A): 3.1
HOMO-LUMO gap (alpha / beta) (eV): 9.90 / 9.35
Expectation value of S²: 2.008
Multiplicity: 3
Energy above the lowest of the compared OMol25 structures with the same formula, charge and spin (kcal per mole): 0.0
E (a.u.): -627.1847